(1)
Below is a cluster of 16 separate species, C57H103F6N12O16S2 in total, with properties calculated with ωB97M-V/def2-TZVPD.

XYZ file:
```
196
Properties=species:S:1:pos:R:3
C -0.050 -2.740 -0.714
F 0.547 -2.879 0.488
F 0.704 -3.136 -1.730
F -1.147 -3.446 -0.684
S -0.525 -0.808 -0.861
O -0.695 -0.572 -2.330
O -1.784 -0.643 -0.100
N 0.933 -0.051 -0.417
S 0.566 0.517 0.965
O -0.525 1.479 1.037
O 0.474 -0.558 1.977
C 2.136 1.515 1.445
F 3.252 0.856 1.169
F 2.139 2.713 0.810
F 2.113 1.756 2.788
C -1.194 3.750 5.570
C -1.442 2.376 4.986
C -2.687 2.507 4.106
O -3.251 3.747 4.582
C -2.521 4.396 5.653
H -0.606 4.303 4.837
H -0.672 3.788 6.526
H -1.655 1.694 5.809
H -0.648 1.931 4.387
H -3.383 1.687 4.285
H -2.360 2.629 3.074
H -3.056 4.227 6.588
H -2.367 5.437 5.369
C 6.455 0.855 4.556
C 7.520 -0.192 4.225
C 6.807 -1.393 3.487
O 5.409 -1.079 3.573
C 5.266 0.366 3.715
H 6.697 1.866 4.225
H 6.238 0.900 5.624
H 7.924 -0.559 5.168
H 8.417 0.158 3.714
H 6.924 -2.330 4.032
H 7.057 -1.487 2.431
H 4.254 0.643 4.011
H 5.376 0.806 2.724
C -2.707 2.759 -5.344
C -4.063 3.390 -5.706
C -4.769 3.437 -4.332
O -4.064 2.417 -3.601
C -3.081 1.707 -4.398
H -2.112 3.593 -4.969
H -2.300 2.356 -6.271
H -4.636 2.640 -6.251
H -3.966 4.293 -6.309
H -5.830 3.197 -4.396
H -4.556 4.358 -3.789
H -3.643 0.875 -4.823
H -2.259 1.237 -3.858
C -4.615 -2.333 -2.041
C -4.507 -0.924 -2.533
C -5.922 -0.403 -2.391
O -6.552 -1.178 -1.371
C -5.782 -2.307 -1.068
H -3.701 -2.775 -1.646
H -4.712 -2.894 -2.970
H -4.113 -0.870 -3.548
H -3.901 -0.389 -1.802
H -6.543 -0.625 -3.258
H -5.832 0.638 -2.080
H -6.346 -3.239 -1.117
H -5.389 -2.202 -0.057
C -6.104 -7.415 -2.031
C -5.338 -6.851 -0.782
O -5.463 -7.241 0.382
N -4.472 -5.884 -0.993
C -3.568 -5.274 0.016
H -7.135 -7.223 -1.735
H -5.974 -8.491 -2.145
H -5.802 -6.897 -2.941
H -4.405 -5.545 -1.942
H -2.541 -5.557 -0.217
H -3.834 -5.586 1.026
H -3.487 -4.187 -0.021
C 2.479 -4.995 3.230
C 3.841 -5.236 2.597
O 3.934 -6.111 1.731
N 4.866 -4.473 2.936
C 6.224 -4.720 2.424
H 1.841 -4.539 2.473
H 2.602 -4.353 4.102
H 2.034 -5.949 3.513
H 4.761 -3.806 3.687
H 6.477 -4.106 1.559
H 6.398 -5.765 2.165
H 6.974 -4.449 3.167
C 2.748 4.785 3.712
C 3.932 4.605 2.844
O 4.724 3.654 2.970
N 4.053 5.503 1.858
C 5.094 5.388 0.836
H 3.091 5.339 4.586
H 2.354 3.853 4.116
H 1.987 5.422 3.262
H 3.554 6.372 1.980
H 4.817 5.868 -0.103
H 5.361 4.345 0.668
H 6.002 5.816 1.260
C -3.984 -1.655 -7.101
C -2.641 -1.102 -6.814
O -2.250 -0.138 -7.483
N -1.973 -1.835 -5.919
C -0.659 -1.439 -5.536
H -4.688 -1.329 -6.335
H -3.881 -2.739 -7.146
H -4.383 -1.356 -8.070
H -2.403 -2.663 -5.533
H -0.331 -2.108 -4.740
H -0.548 -0.429 -5.142
H 0.005 -1.501 -6.398
C -4.187 0.367 1.686
C -4.487 1.627 0.901
O -5.645 2.120 0.920
N -3.512 2.161 0.217
C -3.665 3.303 -0.692
H -3.128 0.237 1.909
H -4.532 -0.489 1.106
H -4.803 0.258 2.579
H -2.789 1.503 -0.036
H -3.724 4.234 -0.127
H -4.562 3.201 -1.303
H -2.801 3.430 -1.344
C 3.868 2.561 -1.797
C 2.544 3.079 -2.290
O 2.458 4.109 -2.917
N 1.450 2.304 -2.043
C 0.134 2.571 -2.470
H 4.614 2.463 -2.585
H 3.827 1.554 -1.380
H 4.382 3.266 -1.143
H 1.651 1.449 -1.545
H -0.056 3.645 -2.482
H -0.596 2.143 -1.783
H 0.081 2.195 -3.492
C 3.812 -2.165 0.274
C 3.861 -1.872 -1.231
O 4.736 -2.393 -1.929
N 2.890 -1.151 -1.756
C 2.826 -0.776 -3.164
H 4.698 -1.862 0.833
H 3.718 -3.236 0.455
H 2.944 -1.681 0.722
H 2.234 -0.653 -1.172
H 3.279 0.210 -3.271
H 1.788 -0.776 -3.496
H 3.302 -1.532 -3.788
C 8.273 3.842 2.963
C 8.292 2.842 1.852
O 9.374 2.422 1.418
N 7.138 2.425 1.349
C 6.864 1.434 0.369
H 8.540 3.250 3.837
H 7.301 4.296 3.159
H 9.120 4.507 2.791
H 6.373 2.779 1.906
H 7.737 0.799 0.218
H 6.453 1.866 -0.544
H 6.040 0.800 0.696
N -2.717 -4.473 -4.608
C -2.026 -4.896 -3.540
C -2.011 -6.211 -3.104
C -2.753 -7.182 -3.780
C -3.565 -6.786 -4.859
C -3.483 -5.438 -5.176
H -1.290 -4.200 -3.167
H -1.357 -6.588 -2.332
H -2.751 -8.224 -3.495
H -4.236 -7.371 -5.470
H -4.055 -5.020 -5.991
N -0.874 7.475 1.863
C -1.824 6.530 2.199
C -1.937 5.237 1.636
C -0.850 4.804 0.840
C 0.106 5.748 0.483
C 0.140 7.021 1.080
H -2.716 6.845 2.719
H -2.730 4.558 1.909
H -0.859 3.769 0.532
H 0.916 5.407 -0.145
H 0.891 7.750 0.815
N -4.123 -3.429 3.704
C -4.458 -2.307 4.385
C -3.549 -1.269 4.637
C -2.256 -1.436 4.157
C -1.830 -2.672 3.650
C -2.802 -3.608 3.329
H -5.509 -2.218 4.619
H -3.869 -0.399 5.191
H -1.500 -0.680 4.311
H -0.807 -2.732 3.310
H -2.456 -4.462 2.765
```

Properties
- Spin multiplicity: 2
- F_max: 0.1177 hartree/bohr
- Charge: 0
- Kohn-Sham gap (alpha / beta): 0.301 / 0.117 Ha
- E_HOMO (alpha / beta): -8.9768 / -8.9768 eV

Results of the Löwdin charge analysis, in e, for atoms 1 through 99:
1. C -0.61
2. F 0.12
3. F 0.17
4. F 0.15
5. S 0.75
6. O -0.33
7. O -0.33
8. N -0.32
9. S 0.57
10. O -0.33
11. O -0.31
12. C -0.58
13. F 0.14
14. F 0.12
15. F 0.11
16. C -0.18
17. C -0.16
18. C -0.18
19. O -0.16
20. C -0.18
21. H 0.11
22. H 0.12
23. H 0.11
24. H 0.11
25. H 0.09
26. H 0.09
27. H 0.12
28. H 0.12
29. C -0.14
30. C -0.13
31. C -0.17
32. O -0.18
33. C -0.18
34. H 0.08
35. H 0.11
36. H 0.10
37. H 0.11
38. H 0.10
39. H 0.11
40. H 0.11
41. H 0.07
42. C -0.18
43. C -0.14
44. C -0.17
45. O -0.21
46. C -0.20
47. H 0.12
48. H 0.11
49. H 0.11
50. H 0.12
51. H 0.12
52. H 0.11
53. H 0.10
54. H 0.10
55. C -0.18
56. C -0.17
57. C -0.18
58. O -0.13
59. C -0.21
60. H 0.09
61. H 0.10
62. H 0.10
63. H 0.09
64. H 0.13
65. H 0.11
66. H 0.12
67. H 0.10
68. C 0.02
69. C -0.54
70. O 0.01
71. N 0.03
72. C -0.04
73. H 0.08
74. H 0.08
75. H 0.05
76. H 0.10
77. H 0.07
78. H 0.08
79. H 0.05
80. C 0.01
81. C -0.58
82. O 0.01
83. N 0.03
84. C -0.05
85. H 0.07
86. H 0.07
87. H 0.08
88. H 0.12
89. H 0.08
90. H 0.09
91. H 0.07
92. C 0.00
93. C -0.55
94. O 0.01
95. N 0.03
96. C -0.04
97. H 0.09
98. H 0.08
99. H 0.07


(2)
Below is a cluster of 2 separate species, C13H25BClF2IN3O7S2 in total, with properties calculated with ωB97M-V/def2-TZVPD.

XYZ file:
```
55
Properties=species:S:1:pos:R:3
C -0.833 -2.730 -2.013
C -0.195 -1.221 -1.758
B -0.553 -0.622 -0.235
O -1.836 -1.115 0.348
N 0.391 0.361 0.498
C -0.185 1.730 0.787
C -1.483 1.742 1.790
C -1.690 3.278 2.410
Cl -1.429 0.503 3.165
C 1.701 0.031 0.850
N 2.779 0.853 1.518
I 2.440 1.575 3.415
C 4.112 0.077 1.468
C 3.748 -0.899 0.159
S 3.996 0.316 -1.259
O 2.743 0.509 -2.160
O 5.192 -0.238 -2.113
F 4.476 1.897 -0.756
N 2.304 -1.310 0.520
C 2.326 -2.396 1.557
C 1.173 -2.335 2.710
C 1.805 -1.955 4.211
F 0.772 -1.094 4.890
H -1.933 -2.719 -2.412
H -0.689 -3.349 -1.021
H -0.133 -3.227 -2.843
H 0.977 -1.370 -1.764
H -0.574 -0.497 -2.599
H -2.542 -1.173 -0.389
H -0.578 2.146 -0.261
H 0.631 2.531 1.131
H -2.443 1.568 1.101
H -1.043 3.461 3.368
H -1.407 4.118 1.624
H -2.832 3.433 2.678
H 5.108 0.706 1.418
H 4.335 -0.603 2.423
H 4.498 -1.806 0.101
H 2.166 -3.425 0.974
H 3.364 -2.530 2.119
H 0.229 -1.692 2.462
H 0.772 -3.453 2.844
H 2.835 -1.403 4.110
H 1.913 -2.913 4.901
C -3.542 1.775 -4.586
C -3.735 2.391 -3.203
O -4.807 1.659 -2.615
S -4.766 0.124 -3.164
O -4.087 -0.689 -2.181
O -6.068 -0.206 -3.696
O -3.745 0.374 -4.411
H -4.296 2.142 -5.290
H -2.544 1.968 -4.989
H -3.975 3.456 -3.251
H -2.846 2.247 -2.580
```

Properties
- F_max: 0.1833 hartree/bohr
- Charge: +1
- Kohn-Sham gap: 0.296 Ha
- E_HOMO: -13.0955 eV

Want to see where the charge sits? The Löwdin charges in e are:
1. C -0.12
2. C -0.15
3. B -0.36
4. O 0.03
5. N 0.10
6. C -0.16
7. C -0.63
8. C -0.13
9. Cl 0.59
10. C -0.18
11. N -0.48
12. I 1.08
13. C -0.24
14. C -0.23
15. S 0.92
16. O -0.32
17. O -0.32
18. F -0.23
19. N -0.06
20. C -0.16
21. C -0.12
22. C -0.13
23. F -0.20
24. H 0.09
25. H 0.09
26. H 0.10
27. H 0.09
28. H 0.12
29. H 0.12
30. H 0.17
31. H 0.13
32. H 0.13
33. H 0.08
34. H 0.10
35. H 0.10
36. H 0.15
37. H 0.11
38. H 0.19
39. H 0.16
40. H 0.14
41. H 0.08
42. H 0.14
43. H 0.07
44. H 0.14
45. C -0.17
46. C -0.18
47. O -0.19
48. S 0.69
49. O -0.25
50. O -0.21
51. O -0.19
52. H 0.14
53. H 0.14
54. H 0.14
55. H 0.12


(3)
Below is a cluster of 14 separate species, H26NO16 in total, with properties calculated with ωB97M-V/def2-TZVPD.

XYZ file:
```
43
Properties=species:S:1:pos:R:3
N 0.417 0.065 0.231
O -0.579 -0.616 -0.153
O 0.154 1.172 0.770
O 1.491 -0.126 -0.295
O -0.261 -2.931 -1.632
H 0.043 -2.471 -0.848
H -0.129 -3.845 -1.482
O 0.992 2.794 -2.133
H 0.462 1.961 -2.135
H 1.801 2.543 -1.742
O -1.898 2.064 2.410
H -1.267 1.923 3.066
H -1.404 1.947 1.620
O -1.321 -0.848 2.601
H -1.325 -0.448 1.764
H -0.393 -0.863 2.848
O -2.724 -1.933 -2.301
H -3.091 -2.774 -2.577
H -1.822 -2.140 -2.126
O -3.317 0.856 0.383
H -3.058 1.095 1.255
H -3.020 -0.026 0.223
O 3.942 -0.785 0.970
H 3.939 -0.389 1.819
H 3.211 -0.409 0.612
O -0.259 3.816 0.781
H -0.373 4.160 1.664
H 0.100 2.937 0.906
O 2.495 1.766 2.064
H 2.855 2.520 1.590
H 1.718 1.462 1.596
O -0.365 0.496 -2.648
H -1.293 0.573 -2.926
H -0.339 0.168 -1.810
O -3.227 -2.019 0.356
H -2.392 -2.383 0.633
H -3.232 -1.971 -0.581
O 1.505 -3.117 0.992
H 2.017 -3.059 0.229
H 1.823 -2.369 1.518
O 2.848 0.063 -2.705
H 2.772 1.034 -2.986
H 2.494 0.107 -1.806
```

Properties
- F_max: 0.0999 hartree/bohr
- Charge: -1
- Kohn-Sham gap: 0.367 Ha
- Energy relative to the best compared isomer or geometry (same formula, charge and spin): 30.0 kcal per mole
- E_HOMO: -7.4081 eV

Want to see where the charge sits? The Löwdin charges in e are:
1. N -0.47
2. O -0.03
3. O -0.05
4. O 0.01
5. O -0.02
6. H 0.00
7. H 0.04
8. O -0.06
9. H 0.00
10. H -0.02
11. O -0.02
12. H 0.02
13. H -0.02
14. O -0.02
15. H -0.06
16. H 0.04
17. O -0.04
18. H 0.06
19. H -0.03
20. O -0.04
21. H -0.03
22. H -0.03
23. O 0.00
24. H 0.01
25. H -0.08
26. O -0.05
27. H 0.03
28. H -0.03
29. O -0.05
30. H 0.05
31. H -0.03
32. O 0.00
33. H 0.09
34. H -0.06
35. O -0.04
36. H 0.02
37. H -0.04
38. O -0.03
39. H 0.00
40. H 0.03
41. O -0.09
42. H 0.06
43. H -0.03


Please write out number 3 again, unchanged.
Below is a cluster of 14 separate species, H26NO16 in total, with properties calculated with ωB97M-V/def2-TZVPD.

XYZ file:
```
43
Properties=species:S:1:pos:R:3
N 0.417 0.065 0.231
O -0.579 -0.616 -0.153
O 0.154 1.172 0.770
O 1.491 -0.126 -0.295
O -0.261 -2.931 -1.632
H 0.043 -2.471 -0.848
H -0.129 -3.845 -1.482
O 0.992 2.794 -2.133
H 0.462 1.961 -2.135
H 1.801 2.543 -1.742
O -1.898 2.064 2.410
H -1.267 1.923 3.066
H -1.404 1.947 1.620
O -1.321 -0.848 2.601
H -1.325 -0.448 1.764
H -0.393 -0.863 2.848
O -2.724 -1.933 -2.301
H -3.091 -2.774 -2.577
H -1.822 -2.140 -2.126
O -3.317 0.856 0.383
H -3.058 1.095 1.255
H -3.020 -0.026 0.223
O 3.942 -0.785 0.970
H 3.939 -0.389 1.819
H 3.211 -0.409 0.612
O -0.259 3.816 0.781
H -0.373 4.160 1.664
H 0.100 2.937 0.906
O 2.495 1.766 2.064
H 2.855 2.520 1.590
H 1.718 1.462 1.596
O -0.365 0.496 -2.648
H -1.293 0.573 -2.926
H -0.339 0.168 -1.810
O -3.227 -2.019 0.356
H -2.392 -2.383 0.633
H -3.232 -1.971 -0.581
O 1.505 -3.117 0.992
H 2.017 -3.059 0.229
H 1.823 -2.369 1.518
O 2.848 0.063 -2.705
H 2.772 1.034 -2.986
H 2.494 0.107 -1.806
```

Properties
- F_max: 0.0999 hartree/bohr
- Charge: -1
- Kohn-Sham gap: 0.367 Ha
- Energy relative to the best compared isomer or geometry (same formula, charge and spin): 30.0 kcal per mole
- E_HOMO: -7.4081 eV

Want to see where the charge sits? The Löwdin charges in e are:
1. N -0.47
2. O -0.03
3. O -0.05
4. O 0.01
5. O -0.02
6. H 0.00
7. H 0.04
8. O -0.06
9. H 0.00
10. H -0.02
11. O -0.02
12. H 0.02
13. H -0.02
14. O -0.02
15. H -0.06
16. H 0.04
17. O -0.04
18. H 0.06
19. H -0.03
20. O -0.04
21. H -0.03
22. H -0.03
23. O 0.00
24. H 0.01
25. H -0.08
26. O -0.05
27. H 0.03
28. H -0.03
29. O -0.05
30. H 0.05
31. H -0.03
32. O 0.00
33. H 0.09
34. H -0.06
35. O -0.04
36. H 0.02
37. H -0.04
38. O -0.03
39. H 0.00
40. H 0.03
41. O -0.09
42. H 0.06
43. H -0.03


Which value of charge does entry 1 give?
0


The lowest F_max belongs to which entry?
H26NO16